C7H15FN3O as an isolated structure. Source: the OMol25 dataset; level of theory: ωB97M-V/def2-TZVPD.

The geometry in XYZ format:
```
27
Properties=species:S:1:pos:R:3:forces:R:3
C 1.82849 2.22263 -1.08325 0.40 1.98 0.95
H -0.16283 2.76171 -0.65714 0.79 -0.33 1.26
C -0.26671 0.49864 -0.82467 0.70 3.55 2.22
H 3.78584 3.15592 -0.34395 -2.28 0.40 0.24
H 0.81576 2.25453 0.84662 -0.34 -0.57 1.20
C 2.74370 3.42978 -0.78412 2.45 -0.73 -1.84
O -1.18614 -3.92105 0.82016 0.04 -0.58 1.38
C -2.25259 -1.84975 1.21099 1.97 0.33 0.80
H -3.06804 -2.13307 0.61948 -1.30 -1.11 -0.47
N 0.32187 -0.77541 -0.89803 -0.43 0.34 0.84
H 2.10910 4.10371 -0.26068 0.43 1.26 0.63
H -1.89943 -3.32299 2.77187 0.44 0.03 -0.84
F -0.74801 0.81438 -2.05956 -0.12 0.43 -0.29
C -1.37939 -2.92857 1.86365 -2.94 -1.53 -0.77
N -1.36110 -1.10636 0.34395 -0.67 -0.69 -0.58
C 0.63889 2.11801 -0.18670 -2.33 -2.38 -3.95
H 2.47021 1.42037 -1.10783 1.04 -2.45 0.01
H 3.15362 3.85104 -1.77181 -1.19 -0.17 1.29
H -2.56919 -1.20657 1.98113 -0.53 1.03 0.91
H 1.39087 2.37459 -2.01254 -0.31 0.02 -2.10
N -1.33339 0.24872 0.12329 -0.68 1.05 0.43
H -2.25106 0.62737 -0.12281 0.39 0.00 -0.06
H -0.45176 -2.52784 2.12235 1.47 0.84 0.74
H -0.72591 -4.68077 1.21444 -0.24 0.11 -0.24
H -0.26185 -2.73962 -0.07026 0.43 0.26 -0.98
C -0.40969 -1.67784 -0.29319 0.45 -0.71 0.94
H 1.06874 -1.01155 -1.44139 2.36 -0.38 -1.74
```
Forces are in eV/Å.

Its total charge is +1. The value obtained for the relative energy (zero: lowest compared OMol25 entry of this formula, charge and spin) is 80.8 kJ/mol. For the molar mass, the calculation gives 176.22 g mol⁻¹. Its max |F| is 5.169 eV/Å. The HOMO-LUMO gap is 9.98 eV. The calculation puts the total energy at -16727.721 eV.



An isolated ion of composition C7H5N3O3S and charge -2. Source: the OMol25 dataset; level of theory: ωB97M-V/def2-TZVPD.

The geometry in XYZ format:
```
19
Properties=species:S:1:pos:R:3:forces:R:3
H 0.82558 1.28838 -0.88018 0.06 0.07 0.00
H 3.72911 -0.42218 -1.67246 -0.29 0.16 -0.05
O 5.76310 0.09166 -0.61770 -0.38 0.18 0.05
N 3.26813 -3.27284 -0.31794 -0.04 0.06 0.03
C 2.15799 -0.99764 -0.55810 -0.37 0.89 -0.20
C 0.87135 -0.72421 -0.09864 -0.05 -0.20 -0.10
N 2.88412 0.01242 -1.28613 0.13 -0.32 -0.23
C -1.02893 -1.40110 1.01413 -0.38 -0.15 0.18
C -1.69654 -0.20356 0.81927 -0.25 0.24 0.07
N 0.17949 -1.68872 0.58924 0.38 -0.03 -0.09
O 5.21485 1.55280 1.28268 -0.32 0.03 -0.36
H -1.52336 -2.20787 1.56448 -0.03 0.09 -0.02
H -1.48592 1.75333 -0.07625 0.12 -0.03 -0.01
H -2.69426 -0.03628 1.21135 0.04 -0.07 0.00
O 3.38346 1.04118 -0.43538 0.88 0.19 0.57
C -1.00317 0.79492 0.10985 -0.29 -0.12 0.08
S 4.79671 0.38012 0.47795 0.20 0.03 0.07
C 0.25613 0.54715 -0.34162 0.19 0.16 -0.12
C 2.75252 -2.23044 -0.38022 0.41 -1.18 0.12
```
Forces are in eV/Å.

Its total charge is -2. For the molar mass, the calculation gives 211.20 g mol⁻¹. Its max |F| is 1.253 eV/Å. The HOMO-LUMO gap is 5.41 eV. The calculation puts the total energy at -28786.099 eV.



A 2-piece molecular cluster, C3H10NOP overall. Source: the OMol25 dataset; level of theory: ωB97M-V/def2-TZVPD.

The geometry in XYZ format:
```
16
Properties=species:S:1:pos:R:3:forces:R:3
N 0.22392 -0.11222 -1.56241 -1.54 -1.40 -2.83
C 0.25496 0.28205 -0.21794 -2.62 2.33 2.93
C 1.27502 1.41060 -0.02834 -0.86 2.34 1.53
H 0.99954 2.30498 -0.63362 0.19 -0.65 0.32
H -0.58878 -0.67920 -1.97771 0.97 1.55 1.58
H 2.21776 1.07636 -0.37534 1.13 -0.41 -0.42
H -0.84827 0.63317 0.02885 2.32 -0.02 -0.37
H 1.46406 1.82407 1.07775 -0.77 -1.23 -2.24
H -0.35469 -1.40586 0.85349 0.43 -0.02 0.81
H 1.07558 -0.48943 1.78100 -1.49 -0.17 -1.28
H 1.28422 -1.43606 0.34166 0.58 -0.57 -0.24
O -2.94771 -0.20334 0.86984 -0.08 -0.19 0.14
H -2.63538 -0.93460 1.41208 0.03 0.07 0.53
P -2.91580 -0.70791 -0.67065 -0.34 0.01 -0.58
H 0.93791 -0.77326 -1.69900 1.67 -0.78 -0.47
C 0.55765 -0.78936 0.80036 0.38 -0.87 0.60
```
Forces are in eV/Å.

The value obtained for the relative energy (zero: lowest compared OMol25 entry of this formula, charge and spin) is 386.4 kJ/mol. For the molar mass, the calculation gives 107.09 g mol⁻¹. Its max |F| is 4.568 eV/Å. The HOMO-LUMO gap (alpha / beta) is 7.09 / 7.13 eV. The calculation puts the total energy at -16096.502 eV.



Copy entry 1 word for word.
C7H15FN3O as an isolated structure. Source: the OMol25 dataset; level of theory: ωB97M-V/def2-TZVPD.

The geometry in XYZ format:
```
27
Properties=species:S:1:pos:R:3:forces:R:3
C 1.82849 2.22263 -1.08325 0.40 1.98 0.95
H -0.16283 2.76171 -0.65714 0.79 -0.33 1.26
C -0.26671 0.49864 -0.82467 0.70 3.55 2.22
H 3.78584 3.15592 -0.34395 -2.28 0.40 0.24
H 0.81576 2.25453 0.84662 -0.34 -0.57 1.20
C 2.74370 3.42978 -0.78412 2.45 -0.73 -1.84
O -1.18614 -3.92105 0.82016 0.04 -0.58 1.38
C -2.25259 -1.84975 1.21099 1.97 0.33 0.80
H -3.06804 -2.13307 0.61948 -1.30 -1.11 -0.47
N 0.32187 -0.77541 -0.89803 -0.43 0.34 0.84
H 2.10910 4.10371 -0.26068 0.43 1.26 0.63
H -1.89943 -3.32299 2.77187 0.44 0.03 -0.84
F -0.74801 0.81438 -2.05956 -0.12 0.43 -0.29
C -1.37939 -2.92857 1.86365 -2.94 -1.53 -0.77
N -1.36110 -1.10636 0.34395 -0.67 -0.69 -0.58
C 0.63889 2.11801 -0.18670 -2.33 -2.38 -3.95
H 2.47021 1.42037 -1.10783 1.04 -2.45 0.01
H 3.15362 3.85104 -1.77181 -1.19 -0.17 1.29
H -2.56919 -1.20657 1.98113 -0.53 1.03 0.91
H 1.39087 2.37459 -2.01254 -0.31 0.02 -2.10
N -1.33339 0.24872 0.12329 -0.68 1.05 0.43
H -2.25106 0.62737 -0.12281 0.39 0.00 -0.06
H -0.45176 -2.52784 2.12235 1.47 0.84 0.74
H -0.72591 -4.68077 1.21444 -0.24 0.11 -0.24
H -0.26185 -2.73962 -0.07026 0.43 0.26 -0.98
C -0.40969 -1.67784 -0.29319 0.45 -0.71 0.94
H 1.06874 -1.01155 -1.44139 2.36 -0.38 -1.74
```
Forces are in eV/Å.

Its total charge is +1. The value obtained for the relative energy (zero: lowest compared OMol25 entry of this formula, charge and spin) is 80.8 kJ/mol. For the molar mass, the calculation gives 176.22 g mol⁻¹. Its max |F| is 5.169 eV/Å. The HOMO-LUMO gap is 9.98 eV. The calculation puts the total energy at -16727.721 eV.



Q: Which formula does entry 2 have?
A: C7H5N3O3S



Q: max |F| of number 2 (C7H5N3O3S)?
A: 1.253 eV/Å